No. 1
{
  "formula": "C3H7N4S",
  "method": "the ωB97M-V functional and the def2-TZVPD basis",
  "max_force_ev_per_a": 4.0,
  "relative_energy_kcal_mol": 59.22,
  "homo_lumo_gap_ev": 8.7,
  "spin_multiplicity": 1,
  "total_charge": 1,
  "molar_mass_g_mol": 131.2,
  "symbols": ["C", "C", "C", "N", "N", "N", "N", "S", "H", "H", "H", "H", "H", "H", "H"],
  "coordinates": [[1.484, -1.314, -1.487], [-0.418, 0.120, -1.526], [0.184, 0.599, 0.719], [0.326, -0.773, -1.924], [1.768, -1.327, -0.254], [-0.086, 1.056, -0.493], [-0.273, 1.357, 1.800], [1.032, -0.907, 1.061], [2.048, -1.761, -2.209], [-1.482, 0.112, -1.864], [-1.335, -1.446, 0.807], [-1.943, -0.959, 1.274], [-0.527, 1.922, -0.415], [-0.645, 2.285, 1.763], [-0.134, 1.035, 2.748]],
  "atomic_forces_ev_per_a": [[-1.634, 2.151, 2.039], [-1.468, 0.176, -0.005], [-0.990, 1.097, 3.395], [-0.638, -0.961, -1.417], [2.043, -1.659, -1.019], [1.006, -0.847, 0.090], [1.397, -2.326, -1.534], [-0.654, 1.444, 1.353], [1.848, -1.247, -1.604], [0.881, 0.545, 0.201], [-2.907, 1.876, 1.973], [2.152, -2.055, -1.923], [-1.102, 1.667, -0.823], [-0.248, 0.324, -0.588], [0.313, -0.185, -0.138]]
}



No. 2
{
  "formula": "C4H14N",
  "method": "the ωB97M-V functional and the def2-TZVPD basis",
  "max_force_ev_per_a": 1.9,
  "relative_energy_kcal_mol": 11.04,
  "s_squared": 0.753,
  "homo_lumo_gap_ev": [14.5, 7.2],
  "spin_multiplicity": 2,
  "total_charge": 2,
  "molar_mass_g_mol": 76.2,
  "symbols": ["C", "C", "H", "H", "H", "H", "H", "H", "C", "N", "C", "H", "H", "H", "H", "H", "H", "H", "H"],
  "coordinates": [[-2.937, 1.717, -0.077], [-1.987, 1.735, -1.165], [-3.016, 2.732, 0.342], [-2.626, 0.996, 0.711], [-4.013, 1.477, -0.316], [-2.400, 2.451, -1.979], [-1.060, 2.374, -1.125], [-1.784, 0.761, -1.615], [0.929, -0.817, 1.301], [2.032, -0.770, 0.298], [2.459, -2.110, -0.206], [0.741, 0.158, 1.733], [0.048, -1.215, 0.800], [1.197, -1.553, 2.056], [2.877, -0.389, 0.732], [1.835, -0.160, -0.494], [2.751, -2.752, 0.622], [3.300, -2.016, -0.889], [1.654, -2.620, -0.728]],
  "atomic_forces_ev_per_a": [[0.590, 1.801, 0.327], [-0.404, -1.190, -0.457], [-0.300, -0.037, -0.167], [-0.475, -0.694, -0.414], [-0.004, -0.374, 0.295], [0.057, 0.410, 0.294], [-0.167, 0.226, -0.250], [0.374, 0.069, 0.276], [-0.301, -0.647, -0.315], [0.910, -0.142, 0.221], [-0.013, -0.932, -0.338], [0.139, 0.093, 0.028], [-0.026, 0.162, -0.031], [0.137, 0.222, 0.160], [-0.165, 0.258, 0.103], [-0.159, 0.004, 0.051], [0.037, 0.256, 0.186], [0.011, 0.254, 0.053], [-0.241, 0.261, -0.024]]
}



No. 3
{
  "formula": "C17H17N3S2",
  "method": "the ωB97M-V functional and the def2-TZVPD basis",
  "max_force_ev_per_a": 1.2,
  "relative_energy_kcal_mol": 0.00,
  "homo_lumo_gap_ev": 8.2,
  "spin_multiplicity": 1,
  "smiles": "Cc1nc(C)c(-c2ccc(SCc3ccccc3C)nn2)s1",
  "molar_mass_g_mol": 327.5,
  "symbols": ["C", "C", "N", "C", "C", "C", "C", "C", "C", "C", "S", "C", "C", "C", "C", "C", "C", "C", "C", "N", "N", "S", "H", "H", "H", "H", "H", "H", "H", "H", "H", "H", "H", "H", "H", "H", "H", "H", "H"],
  "coordinates": [[3.367, -2.734, 4.834], [2.777, -2.039, 3.668], [2.471, -0.794, 3.631], [1.947, -0.401, 2.446], [1.543, 1.016, 2.261], [1.839, -1.405, 1.507], [1.313, -1.328, 0.171], [1.172, -2.473, -0.646], [0.628, -2.307, -1.890], [0.246, -1.001, -2.247], [-0.507, -0.693, -3.789], [-1.006, 1.056, -3.563], [-2.008, 1.206, -2.459], [-3.147, 0.410, -2.488], [-4.102, 0.489, -1.493], [-3.922, 1.379, -0.449], [-2.796, 2.181, -0.420], [-1.826, 2.115, -1.413], [-0.622, 3.002, -1.331], [0.438, 0.032, -1.444], [0.958, -0.124, -0.269], [2.434, -2.900, 2.181], [2.725, -3.555, 5.153], [3.480, -2.026, 5.650], [4.340, -3.149, 4.577], [0.523, 1.071, 1.888], [2.181, 1.492, 1.519], [1.631, 1.537, 3.210], [1.487, -3.441, -0.286], [0.484, -3.125, -2.579], [-1.434, 1.331, -4.529], [-0.097, 1.620, -3.383], [-3.275, -0.291, -3.302], [-4.979, -0.141, -1.532], [-4.656, 1.449, 0.340], [-2.660, 2.875, 0.397], [0.271, 2.391, -1.211], [-0.703, 3.669, -0.477], [-0.517, 3.606, -2.231]],
  "atomic_forces_ev_per_a": [[0.096, -0.169, 0.152], [-0.109, -0.620, -0.677], [0.264, 0.293, 0.862], [-0.280, -0.452, -1.006], [-0.035, 0.134, 0.122], [0.368, -0.003, 0.952], [-0.275, -0.341, -0.835], [-0.074, 0.389, -0.057], [-0.012, 0.302, 0.148], [0.119, -0.218, 0.164], [-0.054, 0.146, -0.427], [0.287, -0.437, 0.000], [-0.242, 0.049, 0.102], [-0.013, 0.081, -0.011], [-0.076, -0.039, 0.003], [-0.064, -0.024, 0.060], [-0.028, 0.007, 0.034], [-0.092, 0.008, -0.050], [0.001, -0.010, 0.020], [-0.342, 0.022, -1.072], [0.514, -0.153, 1.081], [-0.028, 0.726, 0.366], [0.015, -0.037, 0.082], [0.004, 0.008, 0.017], [0.055, -0.027, 0.066], [-0.009, 0.126, -0.014], [-0.043, 0.113, -0.053], [0.012, 0.030, 0.066], [-0.013, -0.089, -0.047], [-0.017, -0.122, -0.025], [0.090, 0.008, -0.010], [-0.090, 0.104, -0.073], [-0.018, -0.061, -0.037], [-0.078, -0.046, -0.004], [-0.057, 0.012, 0.066], [0.031, 0.075, 0.070], [0.105, 0.044, -0.035], [0.004, 0.088, 0.031], [0.081, 0.084, -0.030]]
}



No. 4
{
  "formula": "C9H13N5",
  "method": "the ωB97M-V functional and the def2-TZVPD basis",
  "max_force_ev_per_a": 6.1,
  "relative_energy_kcal_mol": 84.47,
  "homo_lumo_gap_ev": 8.6,
  "spin_multiplicity": 1,
  "molar_mass_g_mol": 191.2,
  "symbols": ["C", "C", "C", "C", "C", "C", "C", "C", "C", "N", "N", "N", "N", "N", "H", "H", "H", "H", "H", "H", "H", "H", "H", "H", "H", "H", "H"],
  "coordinates": [[-3.185, -2.553, 0.479], [-1.800, -1.063, -0.151], [0.341, -0.366, -1.528], [1.164, 1.550, -0.444], [1.397, 0.392, -1.364], [-0.484, 0.629, 0.869], [2.545, 0.256, -2.247], [-1.581, 1.275, 1.690], [0.369, -0.439, 1.650], [-2.287, -1.637, 0.977], [-3.245, -2.688, -0.826], [0.359, 1.666, 0.450], [-2.296, -1.713, -1.257], [-1.047, 0.034, -0.256], [-3.637, -3.231, 1.215], [0.215, -1.304, -2.015], [1.668, 2.511, -0.713], [3.392, 0.652, -1.682], [2.420, 0.827, -3.095], [2.644, -0.897, -2.454], [-1.112, 1.974, 2.345], [-2.188, 0.597, 2.206], [-2.197, 1.903, 1.089], [0.396, -1.321, 1.022], [-0.267, -0.729, 2.537], [1.336, -0.001, 1.736], [-2.387, -1.358, -2.160]],
  "atomic_forces_ev_per_a": [[1.082, -0.442, 0.332], [-1.966, -1.844, 0.419], [-2.516, 0.763, 3.724], [2.906, 1.291, -3.495], [-2.500, 0.480, 0.474], [0.120, -1.512, 1.956], [1.476, -3.069, 1.876], [0.691, 0.634, -0.208], [-2.382, 0.206, 0.298], [0.164, 0.734, -1.707], [0.825, 1.105, 0.143], [-1.220, 1.884, 2.323], [-0.873, -1.301, 3.012], [2.361, -1.094, -5.542], [-0.249, 0.319, -0.817], [-0.502, -0.415, -0.338], [0.308, -0.892, 0.063], [0.418, -0.381, -0.386], [-0.149, 1.040, -2.126], [0.300, 2.411, -0.004], [0.468, 0.249, 0.865], [-0.779, -1.105, 0.792], [-0.526, 0.291, -0.867], [0.351, -0.172, 0.051], [1.500, 0.373, -0.478], [0.753, -0.141, 1.050], [-0.061, 0.587, -1.412]]
}